{"formula": "C17H24N4O3S", "method": "ωB97M-V with the def2-TZVPD basis set", "e_lumo_ev": 0.43, "smiles": "CC(C)c1nc(-c2c(N)n(C)c(=O)n(C)c2=O)sc1C(=O)C(C)(C)C", "spin_multiplicity": 1, "homo_lumo_gap_ev": 8.33, "relative_energy_kj_mol": 0.0, "elements": ["C", "C", "C", "C", "N", "C", "C", "C", "N", "N", "C", "C", "O", "N", "C", "C", "O", "S", "C", "C", "O", "C", "C", "C", "C", "H", "H", "H", "H", "H", "H", "H", "H", "H", "H", "H", "H", "H", "H", "H", "H", "H", "H", "H", "H", "H", "H", "H", "H"], "positions_angstrom": [[1.986, -1.589, -2.511], [0.471, -1.414, -2.686], [-0.173, -2.742, -3.056], [-0.081, -0.777, -1.441], [0.338, 0.494, -1.197], [-0.107, 0.965, -0.067], [0.149, 2.279, 0.436], [0.891, 3.212, -0.276], [1.425, 2.882, -1.456], [1.082, 4.458, 0.248], [1.855, 5.446, -0.479], [0.568, 4.844, 1.488], [0.763, 5.961, 1.917], [-0.151, 3.899, 2.164], [-0.708, 4.254, 3.459], [-0.408, 2.606, 1.712], [-1.069, 1.834, 2.390], [-1.088, -0.145, 0.835], [-0.868, -1.307, -0.455], [-1.587, -2.595, -0.373], [-2.491, -2.860, -1.131], [-1.178, -3.538, 0.761], [-1.427, -4.978, 0.305], [-2.092, -3.215, 1.952], [0.288, -3.360, 1.157], [2.453, -0.640, -2.258], [2.192, -2.298, -1.712], [2.428, -1.966, -3.430], [0.304, -0.700, -3.502], [0.244, -3.102, -3.994], [0.018, -3.489, -2.288], [-1.249, -2.639, -3.170], [1.889, 3.548, -2.045], [1.190, 1.930, -1.766], [1.886, 6.344, 0.137], [2.873, 5.090, -0.646], [1.377, 5.685, -1.431], [-0.511, 5.307, 3.640], [-1.780, 4.058, 3.452], [-0.248, 3.642, 4.234], [-0.740, -5.252, -0.493], [-1.288, -5.667, 1.135], [-2.442, -5.079, -0.071], [-1.944, -2.192, 2.291], [-1.870, -3.888, 2.777], [-3.135, -3.340, 1.669], [0.468, -2.374, 1.576], [0.556, -4.102, 1.906], [0.939, -3.494, 0.294]], "forces_ev_per_a": [[-0.174, 0.144, -0.128], [0.079, -0.178, -0.007], [-0.048, 0.279, -0.120], [-0.431, -0.720, 0.135], [0.221, 0.416, -0.079], [-0.308, -0.264, 0.442], [-0.049, 0.131, 0.122], [-0.200, -0.410, 0.182], [0.037, 0.381, 0.112], [0.093, 0.006, -0.180], [0.129, 0.284, -0.018], [0.016, 0.046, -0.026], [0.038, 0.163, 0.066], [-0.141, -0.004, 0.225], [-0.131, 0.119, 0.287], [0.323, 0.204, -0.430], [-0.011, 0.286, 0.241], [0.167, -0.442, -0.694], [0.138, 0.912, -0.252], [-0.007, -0.308, 0.137], [-0.018, -0.019, 0.053], [-0.096, -0.378, 0.006], [-0.100, 0.214, -0.012], [0.037, 0.021, -0.151], [-0.158, 0.014, -0.031], [0.102, 0.040, 0.026], [0.033, -0.090, 0.101], [0.086, -0.051, -0.087], [-0.008, -0.033, 0.066], [0.076, -0.074, -0.037], [0.025, -0.163, 0.061], [-0.046, -0.074, -0.023], [-0.002, 0.022, 0.046], [0.099, 0.003, -0.157], [0.028, -0.134, -0.159], [-0.014, 0.000, -0.026], [0.025, -0.010, -0.005], [-0.025, -0.125, -0.010], [0.069, 0.012, 0.043], [-0.057, 0.041, -0.004], [0.063, -0.068, -0.091], [0.058, -0.062, 0.105], [-0.045, -0.066, -0.021], [-0.033, 0.047, 0.150], [0.039, -0.047, 0.097], [-0.111, -0.016, 0.007], [0.097, 0.057, 0.035], [0.020, -0.095, 0.071], [0.117, -0.009, -0.064]], "mulliken_charge": [-1.298, 0.829, -1.667, -1.153, -0.688, 0.195, -0.191, 0.765, -0.287, -0.039, -1.367, 0.869, -0.676, -0.043, -1.131, 0.673, -0.707, -0.250, 1.719, -0.602, -0.573, 2.101, -1.787, -1.612, -1.658, 0.319, 0.246, 0.416, 0.303, 0.489, 0.217, 0.393, 0.214, 0.423, 0.362, 0.403, 0.393, 0.375, 0.325, 0.321, 0.392, 0.444, 0.367, 0.260, 0.468, 0.372, 0.296, 0.516, 0.262]}